Molecular formula: C3H4IN
Method: DFT, ωB97M-V/def2-TZVPD

Summary:
E_LUMO (spin up / spin down) ... -0.6098 / -0.5761 eV
E_HOMO (spin up / spin down) ... -8.46 / -8.46 eV
Total energy ... -468.91680 hartree
ΔE to the lowest compared entry with this formula, charge and spin ... 544.7 kJ/mol

```
! wB97M-V def2-TZVPD RIJCOSX def2/J DEFGRID3
* xyz 0 1
C -0.675 0.102 -0.307
C -0.439 -1.101 -0.919
C 0.775 0.231 -0.093
N 0.944 -0.915 -0.921
I 2.123 -2.378 -0.257
H -1.603 0.701 -0.219
H -1.141 -1.813 -1.373
H 1.313 1.249 -0.120
H 1.811 -0.356 1.586
*
```

These are the Löwdin partial charges, in e, on atoms 1 to 6: -0.0892 -0.2124 -0.2970 -0.6453 0.8067 0.1010

***

Molecular formula: C5H10Br2Si
Method: DFT, ωB97M-V/def2-TZVPD

Summary:
E_LUMO (spin up / spin down) ... -0.2232 / -0.2236 eV
E_HOMO (spin up / spin down) ... -7.27 / -7.26 eV
Total energy ... -5633.96928 hartree
ΔE to the lowest compared entry with this formula, charge and spin ... 295.0 kJ/mol

```
! wB97M-V def2-TZVPD RIJCOSX def2/J DEFGRID3
* xyz 0 1
C -2.000 -2.618 -1.579
C -1.580 -1.457 -2.050
C 2.293 1.499 1.774
C 0.905 1.015 1.452
C 0.844 0.084 0.298
Si -1.630 0.136 -1.161
Br -2.869 0.361 0.665
Br -1.162 1.738 -2.677
H -1.800 -3.475 -2.183
H -2.252 -2.568 -0.493
H -1.314 -1.334 -3.094
H 2.799 1.807 0.857
H 1.961 2.297 2.464
H 2.899 0.677 2.345
H 0.485 0.582 2.459
H 0.241 1.938 1.095
H 0.720 -0.948 0.359
H 1.458 0.264 -0.532
*
```

These are the Löwdin partial charges, in e, on atoms 1 to 6: -0.0557 -0.4010 -0.1545 -0.4112 -0.1224 -0.1138

***

Molecular formula: C3H7FO2S
Method: DFT, ωB97M-V/def2-TZVPD

Summary:
E_LUMO (spin up / spin down) ... -1.2372 / -1.4406 eV
E_HOMO (spin up / spin down) ... -10.22 / -9.26 eV
Total energy ... -766.91276 hartree
ΔE to the lowest compared entry with this formula, charge and spin ... 305.5 kJ/mol

```
! wB97M-V def2-TZVPD RIJCOSX def2/J DEFGRID3
* xyz 0 1
C 1.136 0.968 0.136
C 0.064 -1.280 0.884
C 0.675 -0.446 -0.302
O -2.900 0.198 -0.279
O -0.052 -0.431 -1.407
F -2.249 1.649 -2.189
S -1.843 1.046 -0.678
H 1.283 1.711 -0.672
H 0.274 1.284 0.810
H 2.134 0.899 0.654
H -0.289 -2.303 0.569
H -0.718 -0.719 1.455
H 0.898 -1.388 1.618
H 1.588 -1.188 -0.597
*
```

These are the Löwdin partial charges, in e, on atoms 1 to 6: -0.0929 -0.0795 -0.6550 -0.4074 -0.1377 -0.3593

***

Molecular formula: C11H21FNO4S
Method: DFT, ωB97M-V/def2-TZVPD

Summary:
E_LUMO ... 2.7689 eV
E_HOMO ... -3.04 eV
Total energy ... -1285.46379 hartree

```
! wB97M-V def2-TZVPD RIJCOSX def2/J DEFGRID3
* xyz -1 1
C 3.436 -0.650 1.935
C 2.873 0.037 0.702
C 3.779 -0.365 -0.476
C 1.428 -0.351 0.372
C 0.853 0.578 -0.685
C 0.476 -0.454 1.587
O -0.564 0.503 1.552
C -1.874 -0.056 1.792
C -2.519 -0.599 0.512
C -2.734 -2.090 0.581
O -3.395 -2.576 -0.604
S -2.871 1.341 2.184
O -4.075 0.942 2.827
O -3.048 2.330 1.157
F -2.016 2.100 3.273
H 2.943 -0.327 2.840
H 3.308 -1.725 1.877
H 4.489 -0.420 2.023
H 2.976 1.113 0.804
H 4.814 -0.206 -0.200
H 3.601 0.235 -1.358
H 3.613 -1.414 -0.678
H 1.466 -1.334 -0.089
H 0.089 0.082 -1.253
H 0.477 1.486 -0.241
H 1.606 0.867 -1.407
H 0.994 -0.351 2.540
H 0.023 -1.435 1.588
H -1.820 -0.416 -0.300
H -3.449 -0.119 0.228
H -1.779 -2.604 0.674
H -3.318 -2.348 1.452
H -2.720 -2.595 -1.302
C -1.525 2.136 -4.027
C -0.473 1.140 -3.903
N 0.350 0.348 -3.806
H -1.777 2.548 -3.050
H -1.209 2.953 -4.673
H -2.425 1.694 -4.449
*
```

These are the Löwdin partial charges, in e, on atoms 1 to 6: -0.0881 -0.3986 -0.0833 -0.3035 -0.0749 -0.1762

***

Molecular formula: C2H3NO3
Method: DFT, ωB97M-V/def2-TZVPD

Summary:
E_LUMO ... -1.0584 eV
E_HOMO ... -10.70 eV
Total energy ... -358.38822 hartree
ΔE to the lowest compared entry with this formula, charge and spin ... 371.4 kJ/mol
SMILES ... O=CNC(=O)O

```
! wB97M-V def2-TZVPD RIJCOSX def2/J DEFGRID3
* xyz 0 1
O -1.151 1.885 -0.239
C -0.584 0.924 -0.656
N -0.750 -0.389 -0.189
C 0.723 -0.972 0.225
O 1.543 -0.739 -0.599
O 1.002 -0.496 1.521
H 0.268 1.001 -1.342
H -1.241 -1.258 -0.276
H 0.190 0.044 1.556
*
```

These are the Löwdin partial charges, in e, on atoms 1 to 6: 0.1026 -0.3496 0.0753 -0.3688 0.1298 0.0651

***

Molecular formula: C40H45Cl4CsN4O4S
Method: DFT, ωB97M-V/def2-TZVPD

Summary:
E_LUMO ... 3.4344 eV
E_HOMO ... -0.72 eV
Total energy ... -4330.37900 hartree
ΔE to the lowest compared entry with this formula, charge and spin ... 140.0 kJ/mol

```
! wB97M-V def2-TZVPD RIJCOSX def2/J DEFGRID3
* xyz -2 1
Cs -1.229 -0.753 0.233
C 2.580 0.510 -3.494
C 1.621 -0.638 -3.886
N 1.106 -1.434 -2.801
C 1.909 -2.499 -2.242
C 3.298 -2.150 -1.695
S 3.282 -1.064 -0.232
C 4.067 0.458 -0.811
C 3.145 1.573 -1.318
N 2.155 1.127 -2.258
H 2.640 1.221 -4.334
H 3.592 0.132 -3.352
H 2.114 -1.295 -4.613
H 0.768 -0.190 -4.412
H 0.791 -0.803 -2.088
H 2.038 -3.278 -3.009
H 1.325 -2.950 -1.436
H 3.957 -1.709 -2.450
H 3.770 -3.084 -1.384
H 4.827 0.202 -1.554
H 4.619 0.865 0.040
H 3.810 2.367 -1.713
H 2.618 2.006 -0.469
H 1.369 1.758 -2.346
C -4.865 -1.148 1.381
C -4.213 -0.137 0.452
O -3.372 0.608 0.929
C -4.572 -0.128 -0.977
C -5.886 -0.487 -1.303
C -6.388 -0.417 -2.587
C -5.517 0.000 -3.605
C -4.209 0.313 -3.347
C -3.637 0.252 -2.026
O -2.414 0.476 -1.829
H -4.184 -1.320 2.214
H -5.092 -2.086 0.876
H -5.808 -0.756 1.777
H -6.543 -0.808 -0.499
H -7.418 -0.678 -2.801
H -5.881 0.063 -4.628
H -3.531 0.606 -4.143
C 1.782 0.151 2.567
C 2.876 1.090 2.985
C 3.964 0.598 3.709
C 5.006 1.418 4.111
C 4.983 2.767 3.792
C 3.927 3.298 3.061
C 3.899 4.754 2.691
C 2.876 2.454 2.674
N 1.876 3.029 1.845
C 0.688 3.188 2.257
C 0.125 2.921 3.618
C -0.285 3.729 1.243
C 0.128 4.972 0.521
N -1.344 3.051 1.115
C -2.335 3.432 0.175
C -3.602 3.760 0.685
C -3.855 3.706 2.163
C -4.611 4.086 -0.208
C -4.382 4.052 -1.578
C -3.136 3.693 -2.058
C -2.088 3.375 -1.192
C -0.788 2.876 -1.767
H 1.923 -0.822 3.037
H 1.775 -0.035 1.491
H 0.781 0.467 2.854
H 3.976 -0.459 3.952
H 5.838 1.003 4.669
H 5.793 3.419 4.101
H 4.831 5.242 2.983
H 3.074 5.282 3.179
H 3.753 4.886 1.616
H 0.883 2.602 4.331
H -0.649 2.154 3.530
H -0.375 3.826 3.978
H 1.063 4.774 -0.005
H 0.337 5.761 1.248
H -0.632 5.309 -0.184
H -3.240 4.423 2.716
H -3.612 2.708 2.540
H -4.903 3.921 2.378
H -5.596 4.333 0.176
H -5.188 4.268 -2.270
H -2.969 3.612 -3.127
H -0.420 3.552 -2.544
H -0.971 1.883 -2.198
H -0.003 2.766 -1.012
Cl -0.169 -5.907 5.285
C -0.069 -5.024 3.784
C 0.351 -5.650 2.638
Cl 0.789 -7.337 2.663
C 0.414 -4.913 1.436
Cl 0.985 -5.695 -0.023
C 0.068 -3.559 1.319
O 0.117 -2.903 0.223
C -0.381 -2.880 2.565
O -0.705 -1.647 2.530
C -0.422 -3.660 3.733
Cl -0.941 -2.849 5.194
*
```

These are the Löwdin partial charges, in e, on atoms 1 to 6: 1.5599 -0.2130 -0.2168 -0.0620 -0.2872 -0.4449